A structure of composition C33H47BHgN4O2P2 in a non-equilibrium geometry, computed with ωB97M-V with the def2-TZVPD basis set.

Structure (XYZ):
```
90
Properties=species:S:1:pos:R:3:lowdin_charge:R:1
Hg -0.5281 -2.1612 -1.3909 1.11
C -0.4698 4.2832 -1.1946 -0.12
C -1.2033 3.3358 -1.8103 -0.12
C -0.8729 2.5735 -3.0626 -0.22
C 0.2972 1.5714 -2.9327 -0.17
C 1.6577 2.1187 -3.4547 -0.10
C 2.1914 3.3478 -3.3209 -0.11
C 1.4160 4.5057 -2.7865 -0.21
C 1.0222 4.3309 -1.2887 -0.18
C 0.5087 -3.2834 -2.9034 -0.37
H -0.9433 5.0436 -0.5615 0.10
H -2.1263 2.9837 -1.3417 0.10
H -0.7210 3.2576 -3.9104 0.11
H -1.7970 2.0283 -3.3242 0.09
H 0.3507 1.2308 -1.8596 0.11
H 0.0149 0.6485 -3.5280 0.09
H 2.3307 1.2980 -3.7534 0.06
H 3.2762 3.5148 -3.4320 0.11
H 0.5164 4.5996 -3.4008 0.09
H 1.9237 5.4531 -3.0240 0.11
H 1.4183 3.3724 -0.8784 0.12
H 1.4844 5.1989 -0.7449 0.11
H 1.5396 -3.4992 -2.5568 -0.03
H 0.5739 -2.5128 -3.6798 -0.14
H -0.0365 -4.1567 -3.2884 -0.04
P 1.4348 -1.3614 -6.0603 1.15
P -2.5373 -0.6658 -6.1086 1.09
N 2.5841 -0.1048 -6.5469 -0.28
N 2.2178 -2.5573 -7.2533 -0.23
N -2.5753 0.9258 -6.8438 -0.30
N -3.9923 -1.1438 -7.1121 -0.26
C 0.1544 -0.7993 -7.2774 -0.42
C -1.2324 -1.4887 -7.1750 -0.39
C 3.7028 0.1084 -5.7242 -0.17
C 4.6259 0.8707 -6.4207 -0.09
C 4.0975 1.1239 -7.7250 -0.08
C 2.8367 0.5311 -7.7706 -0.17
C 2.2684 -3.9181 -6.9461 -0.16
C 2.7916 -4.6127 -8.0360 -0.10
C 3.0831 -3.6429 -9.0598 -0.09
C 2.7153 -2.4002 -8.5507 -0.15
C -2.9712 2.0362 -6.0660 -0.16
C -2.5958 3.1856 -6.7279 -0.09
C -1.9429 2.7936 -7.9506 -0.08
C -2.0006 1.4068 -8.0352 -0.17
C -4.4829 -0.5965 -8.3112 -0.14
C -5.4151 -1.4615 -8.8780 -0.10
C -5.5429 -2.5736 -7.9842 -0.11
C -4.6938 -2.3390 -6.9080 -0.17
H 0.5287 -0.9784 -8.3035 0.07
H 0.0633 0.2867 -7.1633 0.06
H -1.6285 -1.6431 -8.2003 0.09
H -1.1172 -2.4991 -6.7204 0.07
H 3.7213 -0.2743 -4.7087 0.10
H 5.5920 1.1930 -6.0536 0.09
H 4.5753 1.6213 -8.5609 0.09
H 2.1137 0.4984 -8.5750 0.10
H 1.9209 -4.2776 -5.9934 0.09
H 2.9643 -5.6771 -8.1166 0.08
H 3.5188 -3.8118 -10.0336 0.09
H 2.7761 -1.4289 -9.0070 0.08
H -3.4621 1.8994 -5.1119 0.10
H -2.7972 4.1949 -6.3901 0.09
H -1.4536 3.4177 -8.6817 0.09
H -1.6561 0.7298 -8.8054 0.11
H -4.1563 0.3694 -8.6509 0.09
H -5.9423 -1.3078 -9.8180 0.09
H -6.1803 -3.4384 -8.1461 0.09
H -4.5123 -2.9242 -6.0179 0.09
C -2.7027 0.6351 2.0898 -0.01
C -1.2557 0.1283 2.2425 -0.48
C -0.5318 1.0775 3.1500 -0.01
O -0.5993 0.1518 0.9673 0.05
B -0.7336 -1.1400 0.5038 -0.75
O -1.1286 -2.0855 1.4104 0.00
C -1.1805 -1.4184 2.6678 -0.46
C 0.0473 -1.9063 3.5095 0.01
C -2.4511 -1.8753 3.3347 -0.03
H -3.3215 0.3537 2.9535 0.08
H -3.2128 0.2856 1.1747 0.11
H -2.6978 1.7300 2.1030 0.09
H -0.6246 2.0709 2.7109 0.09
H -0.9843 1.1080 4.1460 0.10
H 0.5198 0.8010 3.2022 0.08
H -0.2602 -2.0550 4.5711 0.09
H 0.3683 -2.8997 3.1330 0.10
H 0.9154 -1.2113 3.5335 0.08
H -3.2968 -1.5514 2.7246 0.08
H -2.4896 -2.9641 3.4167 0.10
H -2.5464 -1.4151 4.3226 0.10
```

Summary:
energy above the lowest of the compared OMol25 structures with the same formula, charge and spin = 0.0000 eV
LUMO level = 0.004 Eh
highest occupied orbital energy = -8.1313 eV



A cluster of 8 separate species, C33H47BN8O5 in total in a non-equilibrium geometry, computed with ωB97M-V with the def2-TZVPD basis set.

Structure (XYZ):
```
94
Properties=species:S:1:pos:R:3:lowdin_charge:R:1
C 4.6793 0.1376 0.7602 -0.07
C 4.5692 1.6241 1.0511 -0.30
O 3.2993 2.0899 0.6448 -0.15
C 3.1147 3.4668 0.8957 -0.20
C 1.7826 3.9068 0.3232 -0.20
O 0.7032 3.1594 0.8398 -0.14
C -0.4426 3.2878 0.0000 -0.09
B -1.7635 3.0991 0.8446 -0.58
O -2.4083 1.8704 0.9509 0.14
O -2.3077 4.1990 1.4976 0.07
N -2.8170 3.9144 2.8768 0.08
O -1.9657 3.9867 3.6727 0.11
H 4.4303 -0.0769 -0.2869 0.08
H 5.7249 -0.1684 0.9064 0.08
H 4.0642 -0.4654 1.4337 0.07
H 5.3651 2.1718 0.5162 0.12
H 4.7186 1.8161 2.1276 0.12
H 3.9045 4.0489 0.3882 0.13
H 3.1640 3.6644 1.9780 0.13
H 1.8123 3.8310 -0.7758 0.12
H 1.6409 4.9737 0.5725 0.14
H -0.3968 2.5730 -0.8357 0.12
H -0.4606 4.3043 -0.4303 0.12
H -3.3066 1.9621 0.6331 0.09
N -4.8774 -0.3442 -0.4817 0.00
C -5.0281 -0.7457 -1.7814 -0.14
C -6.3108 -1.1990 -1.9307 -0.11
C -6.9576 -1.0670 -0.6702 -0.11
C -6.0463 -0.5385 0.2037 -0.14
H -4.0264 0.0112 -0.0872 0.12
H -4.2153 -0.6757 -2.4833 0.11
H -6.7389 -1.5851 -2.8404 0.09
H -7.9738 -1.3335 -0.4332 0.09
H -6.1282 -0.2882 1.2476 0.11
N 1.0937 0.8114 3.8490 0.03
C 0.9098 -0.2158 4.7338 -0.17
C -0.2006 0.0708 5.4840 -0.11
C -0.7065 1.3209 5.0305 -0.10
C 0.1139 1.7465 4.0186 -0.14
H 1.8315 0.8739 3.1706 0.14
H 1.5799 -1.0588 4.7513 0.10
H -0.6115 -0.5487 6.2637 0.09
H -1.5749 1.8402 5.3992 0.09
H 0.0998 2.6271 3.4010 0.09
N -0.6926 -4.0293 3.0547 0.01
C -1.5411 -4.7500 2.2557 -0.17
C -2.2448 -3.8627 1.4867 -0.10
C -1.7998 -2.5589 1.8383 -0.10
C -0.8418 -2.6927 2.8051 -0.12
H -0.0539 -4.4247 3.7173 0.11
H -1.5661 -5.8257 2.2967 0.11
H -2.9892 -4.1168 0.7500 0.09
H -2.1400 -1.6286 1.4256 0.08
H -0.2589 -1.9509 3.3232 0.08
N 1.6180 2.6614 -3.8803 0.00
C 0.3754 2.1997 -4.2146 -0.15
C -0.2582 3.1699 -4.9426 -0.10
C 0.6494 4.2614 -5.0522 -0.11
C 1.7998 3.9170 -4.3903 -0.14
H 2.2843 2.1417 -3.3393 0.14
H 0.0649 1.2170 -3.9027 0.11
H -1.2513 3.1098 -5.3548 0.09
H 0.4744 5.1900 -5.5661 0.07
H 2.7208 4.4537 -4.2412 0.10
N 2.2966 -5.9975 5.0270 0.01
C 1.3460 -6.7692 4.4123 -0.15
C 1.9797 -7.8423 3.8461 -0.12
C 3.3662 -7.7144 4.1338 -0.12
C 3.5293 -6.5654 4.8605 -0.14
H 2.1205 -5.1459 5.5263 0.14
H 0.3041 -6.4972 4.4343 0.10
H 1.5042 -8.6323 3.2895 0.10
H 4.1525 -8.3898 3.8412 0.09
H 4.4119 -6.1097 5.2748 0.11
N -1.4711 6.7790 -6.8288 0.00
C -1.3177 6.4354 -8.1442 -0.14
C -2.5539 6.1190 -8.6396 -0.11
C -3.4892 6.2786 -7.5798 -0.11
C -2.7896 6.6865 -6.4760 -0.14
H -0.7298 7.0557 -6.2137 0.13
H -0.3486 6.4441 -8.6125 0.10
H -2.7657 5.8068 -9.6483 0.09
H -4.5523 6.1119 -7.6240 0.09
H -3.1156 6.9167 -5.4764 0.10
N 3.2217 -6.0341 -0.5308 0.00
C 2.4127 -5.9270 0.5694 -0.13
C 1.3392 -5.1500 0.2244 -0.10
C 1.5074 -4.7749 -1.1374 -0.11
C 2.6774 -5.3358 -1.5749 -0.15
H 4.0822 -6.5464 -0.5653 0.14
H 2.6664 -6.4129 1.4974 0.09
H 0.5234 -4.8843 0.8757 0.06
H 0.8421 -4.1646 -1.7252 0.09
H 3.1645 -5.2999 -2.5343 0.10
```

Summary:
LUMO level = -0.024 Eh
highest occupied orbital energy = -7.9954 eV



A structure of composition C33H47F30N12O21S10 in a non-equilibrium geometry, computed with ωB97M-V with the def2-TZVPD basis set.

Structure (XYZ):
```
153
Properties=species:S:1:pos:R:3:lowdin_charge:R:1
C -2.2351 -1.8862 -1.1232 0.02
N -2.0537 -0.4343 -0.9251 -0.34
C -2.5579 0.2736 -2.1573 0.04
C -2.9199 0.0367 0.2307 0.02
C -0.6531 0.0302 -0.6889 -0.10
C 0.0847 -0.9009 0.2537 -0.20
O 0.5061 -2.0411 -0.4866 -0.08
H -1.5836 -2.2168 -1.8952 0.10
H -3.2226 -2.0584 -1.4302 0.09
H -2.0161 -2.3892 -0.1928 0.11
H -2.1083 1.2262 -2.1408 0.09
H -3.6579 0.3225 -2.0733 0.08
H -2.2700 -0.3786 -3.0079 0.13
H -2.4051 -0.1281 1.1716 0.10
H -3.9298 -0.4255 0.2260 0.09
H -3.0172 1.1143 0.1419 0.09
H -0.6939 1.0443 -0.2569 0.11
H -0.2000 0.0265 -1.7198 0.15
H -0.6296 -1.2004 1.0648 0.13
H 0.9401 -0.3805 0.6763 0.10
H 1.3999 -2.3793 -0.3349 0.03
C 2.5523 3.7987 -7.1505 -0.07
C 1.7795 2.5675 -6.7927 -0.17
N 2.2037 2.0428 -5.4745 0.01
C 1.8304 0.7743 -5.0147 0.01
C 2.2651 0.6172 -3.7314 0.00
N 2.9035 1.7828 -3.4067 -0.09
C 2.8507 2.5983 -4.4382 -0.08
C 3.6283 2.0097 -2.1784 0.03
H 2.4049 4.5700 -6.3897 0.07
H 2.1711 4.1652 -8.1497 0.11
H 3.6388 3.6670 -7.2055 0.08
H 1.9734 1.7663 -7.5253 0.12
H 0.7763 2.8652 -6.6691 0.10
H 1.2413 0.0957 -5.6463 0.10
H 2.2008 -0.2527 -3.0970 0.13
H 3.2007 3.6283 -4.3973 0.15
H 3.9760 1.0888 -1.7836 0.09
H 2.9601 2.5038 -1.4959 0.08
H 4.4259 2.6812 -2.3704 0.10
C 2.7929 3.8275 5.2626 -0.08
C 1.5452 3.6141 4.4656 -0.13
N 0.3438 3.4813 5.3827 0.01
C 0.3332 3.7724 6.7104 -0.04
C -0.9335 3.7170 7.1577 -0.01
N -1.7072 3.3503 6.0968 -0.09
C -0.8922 3.2016 5.0558 -0.05
C -3.0305 2.8772 6.1696 0.00
H 3.6406 3.8680 4.6607 0.07
H 2.8743 2.9882 5.9237 0.07
H 2.7047 4.7126 5.9407 0.10
H 1.6461 2.6240 3.8667 0.15
H 1.4251 4.4340 3.7305 0.12
H 1.1008 4.0200 7.3827 0.12
H -1.3529 4.0555 8.0774 0.14
H -1.2853 2.9627 4.0709 0.17
H -3.0597 1.9098 6.6859 0.09
H -3.3767 2.8152 5.1308 0.12
H -3.6985 3.5229 6.7028 0.10
C 0.0807 -6.3068 2.2277 -0.06
C 1.2622 -5.5822 1.5628 -0.18
N 2.0049 -4.7107 2.4646 -0.03
C 1.4127 -3.7177 3.2237 -0.02
C 2.3076 -3.2351 4.0797 -0.01
N 3.5293 -3.8252 3.7602 -0.05
C 3.3212 -4.7299 2.8004 -0.02
C 4.8243 -3.4426 4.3687 0.00
H -0.1008 -7.1271 1.5077 0.09
H -0.7766 -5.6840 2.6294 0.10
H 0.4485 -6.7236 3.1431 0.06
H 0.9559 -4.9604 0.6525 0.15
H 1.8639 -6.3367 1.1638 0.10
H 0.3368 -3.4375 3.1525 0.15
H 2.1850 -2.5026 4.8085 0.10
H 4.1603 -5.1808 2.2919 0.15
H 5.0363 -2.3614 4.3355 0.08
H 5.7433 -3.8776 3.9409 0.11
H 4.7646 -3.7728 5.4202 0.10
C 4.7726 -3.5633 -1.6146 -0.70
F 4.6879 -2.6166 -2.5329 0.15
F 3.9478 -4.5730 -1.9390 0.13
F 6.0162 -3.9728 -1.6902 0.16
S 4.2865 -3.0367 0.0578 0.61
O 2.8702 -3.2645 0.1528 -0.30
O 5.1004 -3.9638 0.8608 -0.31
N 4.5829 -1.5380 0.0442 -0.29
S 5.2032 -0.7405 1.2931 0.64
O 5.7037 -1.6368 2.3235 -0.32
O 6.0726 0.3503 0.9249 -0.27
C 3.6556 0.0629 1.9221 -0.69
F 2.8746 -0.8658 2.4133 0.16
F 3.8521 1.0982 2.7519 0.15
F 3.1185 0.5440 0.8200 0.12
C -1.7004 1.0838 -8.0627 -0.68
F -2.4691 0.0975 -7.6039 0.12
F -2.4995 1.8163 -8.8633 0.12
F -1.3370 1.8012 -6.9857 0.12
S -0.3309 0.3938 -8.9973 0.55
O -0.9338 -0.4237 -10.0470 -0.28
O 0.4791 1.4882 -9.3928 -0.28
N 0.1523 -0.4018 -7.7566 -0.30
S 1.0795 -1.7284 -7.8714 0.58
O 1.5115 -2.1025 -9.1625 -0.24
O 1.9514 -1.6987 -6.7513 -0.28
C -0.1269 -2.9353 -7.4338 -0.70
F -1.2210 -2.8244 -8.0906 0.20
F 0.3248 -4.1999 -7.5695 0.12
F -0.3870 -2.8950 -6.0766 0.08
C 1.1073 -0.4759 6.9596 -0.67
F 1.0193 -1.6030 7.7034 0.12
F 1.2584 0.6016 7.6775 0.15
F 2.1583 -0.5586 6.1901 0.14
S -0.4569 -0.2210 5.8507 0.52
O -1.3176 0.4829 6.7289 -0.29
O 0.0187 0.4796 4.7006 -0.31
N -0.9106 -1.5581 5.2995 -0.30
S -1.6745 -2.7361 6.0745 0.60
O -1.2854 -3.8902 5.3684 -0.29
O -1.5855 -2.7675 7.5314 -0.29
C -3.4871 -2.3532 5.7073 -0.60
F -3.9068 -2.8144 4.4981 0.12
F -4.1534 -3.0957 6.6433 0.10
F -3.7587 -1.0586 5.7483 0.14
C -1.0692 4.5161 0.9408 -0.59
F -0.9760 4.5261 2.2994 0.09
F -1.8196 3.4297 0.5684 0.09
F -1.5759 5.6425 0.4311 0.14
S 0.6516 4.1868 0.2482 0.62
O 1.5384 4.9143 1.0947 -0.28
O 0.6602 2.7279 0.3318 -0.32
N 0.3108 4.7402 -1.1846 -0.31
S 0.9246 4.5540 -2.5684 0.57
O 2.3354 4.9303 -2.6670 -0.30
O 0.5219 3.3487 -3.2090 -0.27
C -0.1279 5.8795 -3.3765 -0.66
F -1.4157 5.5024 -3.2886 0.13
F 0.1279 7.0351 -2.7977 0.15
F 0.0340 6.0054 -4.7037 0.12
C -7.4169 -3.3075 -1.0282 -0.68
F -6.6826 -3.7208 -2.0366 0.16
F -8.5122 -2.7536 -1.5537 0.13
F -7.8063 -4.3190 -0.2186 0.10
S -6.5978 -2.2206 0.2285 0.59
O -7.6575 -1.8502 1.1440 -0.28
O -5.4936 -2.9799 0.7642 -0.30
N -6.0578 -1.0829 -0.7241 -0.33
S -6.5699 0.3583 -1.0062 0.58
O -7.8044 0.6863 -0.3398 -0.27
O -5.4643 1.2831 -0.9091 -0.31
C -6.6321 0.2950 -2.8219 -0.62
F -5.3682 0.0326 -3.2252 0.10
F -7.4927 -0.5692 -3.3244 0.15
F -7.0176 1.5584 -3.2949 0.07
```

Summary:
charge = -1
LUMO level = 0.044 Eh
highest occupied orbital energy = -7.8688 eV